Formula: C24H42AlCl3N4O3Si
Source: the Open Molecules 2025 dataset
Level of theory: ωB97M-V/def2-TZVPD

Cartesian coordinates (Å):
Cl  -2.90100  1.73925  1.69786
Cl  -6.37783  1.33746  0.76649
Cl  -0.87724  5.99167  1.60916
Si  -0.33394  5.70155  -0.35406
Al  -4.66313  2.55851  0.75183
O  -4.86512  4.15407  1.10864
O  -4.08810  2.59393  -0.97596
O  0.04673  3.98915  -0.04109
N  -3.53065  1.69239  -2.96126
N  1.45514  -1.13273  -1.54692
N  0.34583  0.75321  -1.79522
N  1.86277  3.32528  1.23126
C  -5.35339  5.35179  1.62486
C  -4.70607  7.28496  0.08521
C  -4.29034  7.13767  3.02975
C  -6.62104  5.91962  -0.45085
C  -4.91086  8.03641  -1.08169
C  -2.01880  5.49073  -1.13330
C  1.03266  5.47467  -1.75881
C  0.55647  3.38504  0.98357
C  2.37652  -0.19869  -1.97517
C  -5.95253  7.70496  -1.94870
C  -3.89034  0.81825  -4.06383
C  0.24092  7.55178  -0.53585
C  -3.63244  4.80643  3.52279
C  -3.26486  7.67852  3.96659
C  -2.14737  2.14467  -2.78226
C  -4.41578  5.82525  2.74223
C  -0.95664  -1.25828  -1.00410
C  0.24074  -0.51562  -1.43839
C  -6.79136  6.62320  -1.64007
C  -4.41819  1.93424  -2.01415
C  2.38948  2.00993  1.57547
C  -5.58481  6.25881  0.42365
C  1.66836  0.97545  -2.12903
C  2.78588  4.46935  1.20274
H  3.18084  4.65561  2.21014
H  2.28379  5.37505  0.84853
H  2.02669  1.93076  -2.47655
H  -1.96639  5.26085  -2.20076
H  -3.10761  0.86820  -4.81785
H  -0.43551  8.18860  0.04904
H  -3.87245  7.51020  0.75416
H  -6.33296  5.17730  2.10677
H  2.19420  1.30237  0.75052
H  3.64045  4.21871  0.56414
H  1.90011  1.63185  2.48854
H  -1.60691  1.56544  -2.01718
H  -4.24904  8.88364  -1.28544
H  -4.98757  7.86709  2.59980
H  1.61797  -2.11299  -1.34102
H  -4.84306  1.14498  -4.48769
H  -2.24705  7.39250  3.65124
H  0.23962  7.91719  -1.56912
H  -3.78485  4.95166  4.60523
H  3.47004  2.09623  1.72843
H  -6.11437  8.29124  -2.85634
H  -2.60264  6.41048  -1.03748
H  3.41583  -0.41830  -2.13459
H  0.95352  6.22856  -2.54901
H  -3.89566  3.78177  3.24042
H  -0.14321  2.86797  1.66495
H  -4.01058  -0.21603  -3.71670
H  0.98055  4.49849  -2.25069
H  -0.69346  -1.93130  -0.17737
H  -2.59653  4.70467  -0.64003
H  -3.31515  8.77336  3.97804
H  -3.40753  7.30790  4.99374
H  -7.28407  5.09727  -0.17606
H  -2.11826  3.20027  -2.48334
H  -1.64096  2.00031  -3.73884
H  -1.35228  -1.85610  -1.83932
H  1.25884  7.69331  -0.14535
H  2.03536  5.55093  -1.32572
H  -7.58812  6.34668  -2.32904
H  -2.55251  4.93090  3.31404
H  -5.43391  1.55030  -2.14800
H  -1.71639  -0.54568  -0.66520

Cartesian forces (eV/Å) of the 6 atoms listed first:
-0.01 -0.28 -0.02
-0.35 -0.39 -0.04
-0.04 -0.14 2.10
0.99 2.43 -4.33
0.62 0.07 -0.05
-0.17 0.42 0.20

Properties
E ... -3297.165059 Ha
Energy above the lowest of the compared OMol25 structures with the same formula, charge and spin ... 0.0 kcal/mol
Frontier orbital gap ... 0.270 hartree
Charge ... 0
Largest force on an atom ... 5.06 eV Å⁻¹
LUMO energy ... -0.08 eV
E_HOMO ... -7.44 eV
Molar mass ... 596.1 g mol⁻¹

Formula: C4H7N3OS
Source: the Open Molecules 2025 dataset
Level of theory: ωB97M-V/def2-TZVPD

Cartesian coordinates (Å):
S  2.50492  -0.71316  -0.28094
O  2.13858  -0.08073  -1.55363
N  -0.84229  -0.94152  0.40597
N  0.42600  -2.82712  -0.16833
N  3.10961  0.18722  0.72437
C  -0.20587  -1.81685  -0.08490
C  -1.14751  0.43862  0.42411
C  -1.37086  0.92741  -0.94039
C  -1.34407  1.07105  1.56798
H  0.58523  -3.36784  -0.94917
H  3.27383  1.21510  0.57873
H  -1.41958  0.50363  2.53253
H  -2.35417  0.65037  -1.23058
H  -1.59950  2.13026  1.55253
H  -1.20339  2.02998  -0.84624
H  -0.55091  0.59358  -1.73203

Cartesian forces (eV/Å) of the 6 atoms listed first:
0.16 1.14 -1.55
-0.15 -0.85 0.47
-1.04 1.42 0.69
1.19 -1.15 0.89
0.81 1.35 1.27
-1.12 0.79 1.04

Properties
E ... -794.210960 Ha
Energy above the lowest of the compared OMol25 structures with the same formula, charge and spin ... 74.9 kcal/mol
Frontier orbital gap ... 0.314 hartree
Charge ... 0
Largest force on an atom ... 3.93 eV Å⁻¹
LUMO energy ... -0.31 eV
E_HOMO ... -8.85 eV
Molar mass ... 145.2 g mol⁻¹

Formula: CHInO3
Source: the Open Molecules 2025 dataset
Level of theory: ωB97M-V/def2-TZVPD

Cartesian coordinates (Å):
In  1.22914  -1.39586  -2.18086
O  -1.26741  0.54140  0.51011
O  0.87394  0.17164  1.02396
O  0.21156  -0.11223  -0.96760
C  -0.03590  0.20151  0.18054
H  -1.01133  0.59356  1.43386

Forces on the atoms, in the same order (eV/Å):
-0.37 0.04 0.23
2.12 -0.49 -0.12
0.32 0.34 0.00
1.96 -1.03 -6.13
-1.83 0.23 3.90
-2.19 0.91 2.13

Properties
E ... -453.579369 Ha
Energy above the lowest of the compared OMol25 structures with the same formula, charge and spin ... 38.4 kcal/mol
Frontier orbital gap ... 0.160 hartree
Charge ... +2
Largest force on an atom ... 6.52 eV Å⁻¹
LUMO energy ... -17.20 eV
E_HOMO ... -21.55 eV
Molar mass ... 175.8 g mol⁻¹

> What is the largest force on an atom in the second record?

3.93 eV Å⁻¹

> What is the formula in the third record?

CHInO3

> What is the E_HOMO in the second record?

-8.85 eV